The following is a DFT calculation (ωB97M-V/def2-TZVPD) of a molecular structure, C10H31CaO21P3S2 in a non-equilibrium geometry.

Element x y z (Å)
1 Ca 14.84490 -1.08385 -21.06045
2 S 14.20627 -1.64407 -17.59505
3 O 14.84318 -1.42138 -18.88500
4 O 15.06671 -2.31326 -16.66735
5 O 13.77941 -0.36110 -17.08073
6 O 13.06378 -2.50016 -17.85701
7 S 13.70645 1.49186 -20.59962
8 O 13.08467 1.64632 -19.26467
9 O 13.10988 0.32453 -21.25308
10 O 13.59432 2.68543 -21.37877
11 O 15.12908 1.08417 -20.53935
12 C 11.70439 -2.63802 -20.81174
13 O 13.03095 -2.67630 -20.40817
14 H 11.64016 -2.24927 -21.82804
15 H 11.30178 -3.64455 -20.69811
16 H 11.18285 -1.86354 -20.24936
17 H 13.13005 -2.71882 -19.45425
18 C 16.49860 -4.94607 -25.24755
19 O 16.28944 -4.06846 -24.22309
20 P 14.76514 -3.84847 -23.68151
21 O 14.56121 -2.67221 -22.79033
22 O 14.37329 -5.25191 -22.98341
23 C 13.11827 -5.44918 -22.33751
24 O 13.82263 -3.75053 -25.00640
25 C 12.55101 -3.17478 -24.91480
26 H 17.52621 -5.30511 -25.19083
27 H 16.42700 -4.38944 -26.18195
28 H 15.91321 -5.86337 -25.31075
29 H 12.54060 -4.53653 -22.48402
30 H 13.20638 -5.60603 -21.26245
31 H 12.47807 -6.18822 -22.81925
32 H 12.13379 -3.12572 -25.92060
33 H 12.51424 -2.14422 -24.56168
34 H 11.84450 -3.75641 -24.32265
35 C 15.87524 -4.71272 -19.19690
36 O 16.94570 -4.83216 -20.02815
37 P 17.71392 -3.46142 -20.49265
38 O 16.81162 -2.34931 -20.83941
39 O 18.62372 -4.04421 -21.73835
40 C 19.55144 -5.08839 -21.52729
41 O 18.77902 -3.20120 -19.31163
42 C 18.39229 -2.56704 -18.11347
43 H 15.97484 -3.77318 -18.65336
44 H 15.81970 -5.46327 -18.40843
45 H 14.97036 -4.68124 -19.80377
46 H 19.52470 -5.94501 -22.20078
47 H 19.54188 -5.49630 -20.51654
48 H 20.56605 -4.71087 -21.65429
49 H 18.27693 -3.32117 -17.33496
50 H 17.50678 -1.93654 -18.19368
51 H 19.16659 -1.87774 -17.77669
52 C 19.05843 -0.97472 -23.79843
53 O 18.28649 0.24810 -23.81381
54 P 16.69899 0.24249 -24.08920
55 O 15.86249 -0.25784 -22.97079
56 O 16.42778 1.76255 -24.54777
57 C 16.13599 2.76418 -23.59205
58 O 16.49396 -0.63659 -25.46668
59 C 15.22546 -0.88951 -26.01189
60 H 19.70427 -0.97682 -22.92037
61 H 19.80600 -1.02321 -24.59019
62 H 18.40956 -1.84814 -23.73354
63 H 15.14257 3.16620 -23.79105
64 H 16.84253 3.58846 -23.68929
65 H 16.12034 2.45117 -22.54808
66 H 15.21545 -1.89302 -26.43728
67 H 14.99669 -0.15106 -26.78031
68 H 14.43473 -0.88852 -25.26166

Results
E	-4478.16279	Ha
energy relative to the best compared isomer or geometry (same formula, charge and spin)	52.3	kcal per mole
HOMO	-0.57	eV
multiplicity	1
F_max	0.08976	Eh/bohr
net charge	-2
LUMO level	0.12640	Ha

=====

The following is a DFT calculation (ωB97M-V/def2-TZVPD) of a molecular structure, C35H46N4O2W.

Element x y z (Å)
1 W -0.05317 -0.48578 0.52008
2 C -1.45101 1.16493 2.96174
3 C -0.75615 1.82351 1.76880
4 C 0.13899 2.96622 2.27834
5 C -1.80099 2.27682 0.74665
6 C -2.24268 3.59243 0.79192
7 C -3.23725 4.04332 -0.06106
8 C -3.75465 3.18582 -1.01018
9 C -3.32356 1.86571 -1.11611
10 C -3.82516 1.04238 -2.28983
11 C -3.48590 1.72658 -3.61808
12 C -5.32411 0.76370 -2.18519
13 C -2.38949 1.39704 -0.18258
14 N -1.86544 0.08042 -0.24416
15 C -2.61331 -1.05071 -0.49561
16 O -3.80770 -1.21773 -0.37467
17 C -1.72391 -2.17223 -1.05509
18 C -2.10497 -3.27377 -1.79177
19 C -1.08626 -4.04058 -2.37006
20 C 0.25671 -3.69805 -2.24954
21 C 0.56075 -2.59184 -1.47131
22 N -0.42425 -1.93781 -0.89090
23 C 1.88887 -1.85638 -1.31771
24 O 2.82485 -2.18814 -2.02058
25 N 1.81082 -0.80119 -0.44875
26 C 2.87713 0.15294 -0.57669
27 C 4.03872 0.08284 0.20691
28 C 5.00384 1.06991 0.02971
29 C 4.83770 2.10318 -0.87646
30 C 3.68064 2.16420 -1.62890
31 C 2.69214 1.19439 -1.49691
32 C 1.43324 1.32254 -2.33653
33 C 1.74604 1.31757 -3.83346
34 C 0.63401 2.56516 -1.93794
35 C 4.29946 -0.94345 1.29870
36 C 3.46972 -0.64103 2.54891
37 C 4.16713 -2.41023 0.89124
38 H -0.72309 0.77472 3.67168
39 H -2.04966 1.93470 3.45495
40 H -2.11452 0.35844 2.65561
41 H 0.13911 1.21544 1.34996
42 H -0.42348 3.65298 2.91065
43 H 0.94331 2.54344 2.88074
44 H 0.58226 3.52657 1.45470
45 H -1.81102 4.28301 1.50164
46 H -3.58198 5.06729 -0.00044
47 H -4.49541 3.55261 -1.71013
48 H -3.30408 0.08632 -2.29675
49 H -4.01231 2.67590 -3.72883
50 H -2.41592 1.92610 -3.70082
51 H -3.77934 1.08758 -4.45320
52 H -5.88925 1.69865 -2.19596
53 H -5.66050 0.16384 -3.03332
54 H -5.55588 0.22787 -1.26643
55 H -3.15178 -3.50440 -1.92745
56 H -1.35702 -4.90580 -2.96200
57 H 1.04485 -4.24632 -2.74485
58 H 5.90763 1.02493 0.62676
59 H 5.60701 2.85602 -0.99170
60 H 3.54216 2.97400 -2.33562
61 H 0.79839 0.45161 -2.14999
62 H 2.34755 2.18487 -4.11276
63 H 2.30055 0.42034 -4.11073
64 H 0.82312 1.35217 -4.41665
65 H 1.19149 3.47728 -2.16155
66 H -0.31710 2.61038 -2.47336
67 H 0.41311 2.57166 -0.86733
68 H 5.34866 -0.79530 1.57242
69 H 2.40557 -0.78099 2.35504
70 H 3.76196 -1.30622 3.36636
71 H 3.61991 0.38897 2.87952
72 H 3.12467 -2.70314 0.78255
73 H 4.67541 -2.61535 -0.05008
74 H 4.60518 -3.04063 1.66921
75 C 0.02619 -1.98039 4.30688
76 C -0.22928 -2.54436 2.90909
77 C -1.63752 -3.13828 2.82405
78 C 0.81434 -3.60997 2.57518
79 N -0.12147 -1.47583 1.94162
80 H 0.03451 -2.78902 5.03995
81 H -0.75498 -1.27315 4.58659
82 H 0.99047 -1.47114 4.33976
83 H -1.78280 -3.89453 3.59832
84 H -1.79596 -3.61012 1.85173
85 H -2.38944 -2.35829 2.95092
86 H 0.69610 -4.47235 3.23499
87 H 1.82364 -3.21584 2.69261
88 H 0.69581 -3.94890 1.54356

Results
E	-1797.95184	Ha
HOMO	-6.95	eV
multiplicity	1
F_max	0.01420	Eh/bohr
net charge	0
LUMO level	-0.02600	Ha